No. 1
The following is a DFT calculation (ωB97M-V with the def2-TZVPD basis set) of C18H12As2Cl3IrO13S2 as an isolated structure.

## Properties
* ⟨S²⟩: 8.790
* total charge: -1
* frontier orbital gap (alpha / beta): 7.7 / 5.9 eV
* HOMO level (alpha / beta): -5.4 / -6.6 eV
* spin multiplicity: 6
* relative energy (zero: lowest compared OMol25 entry of this formula, charge and spin): 1.0 kcal/mol
* lowest unoccupied orbital energy (alpha / beta): 2.26 / -0.71 eV

Each line ends with the Löwdin charge.
Geometry (Å):
Ir -4.328 14.345 8.728  1.648
O -3.455 12.984 4.797  -0.215
As -3.025 13.856 6.255  0.975
O -4.162 14.971 6.716  -0.502
O -3.020 13.017 7.698  -0.506
C -1.113 13.915 6.125  -0.227
C -0.500 12.768 5.635  -0.075
C 0.864 12.623 5.812  -0.083
C 1.607 13.592 6.466  -0.076
C 0.987 14.717 6.991  -0.042
C -0.378 14.858 6.826  -0.265
S -1.293 16.205 7.511  0.396
O -2.019 16.685 6.350  -0.351
O -0.410 17.096 8.207  -0.323
O -2.176 15.494 8.454  -0.438
H -4.323 12.591 5.013  0.023
H -1.090 12.011 5.149  0.101
H 1.336 11.727 5.441  0.099
H 2.681 13.460 6.590  0.103
H 1.524 15.489 7.540  0.115
Cl -1.528 17.259 13.557  0.731
C -2.634 16.990 12.280  -0.638
C -3.663 16.066 12.462  -0.121
C -4.553 15.850 11.463  -0.572
Cl -5.792 14.660 11.590  0.815
C -4.431 16.563 10.187  -0.489
O -5.243 16.387 9.244  -0.110
C -3.337 17.515 10.050  -0.576
Cl -3.246 18.388 8.604  0.877
C -2.474 17.696 11.092  -0.109
H -3.795 15.510 13.382  0.118
H -1.656 18.403 10.995  0.121
O -2.146 11.428 11.532  -0.254
As -3.662 11.802 10.686  0.878
O -4.957 11.486 11.593  -0.464
O -3.396 13.396 10.228  -0.585
C -3.319 10.672 9.128  -0.206
C -2.185 9.856 9.165  -0.083
C -1.806 9.086 8.082  -0.087
C -2.514 9.170 6.900  -0.083
C -3.663 9.942 6.836  -0.070
C -4.075 10.671 7.942  -0.281
S -5.603 11.566 7.753  0.461
O -6.625 10.599 7.933  -0.256
O -5.586 12.315 6.508  -0.342
O -5.518 12.516 8.871  -0.488
H -2.351 11.285 12.463  0.042
H -1.586 9.858 10.069  0.093
H -0.911 8.480 8.138  0.099
H -2.170 8.632 6.019  0.103
H -4.260 9.996 5.930  0.118

---

No. 2
The following is a DFT calculation (ωB97M-V with the def2-TZVPD basis set) of C18H12Cl5HfN4OS as an isolated structure.

## Properties
* total charge: +3
* frontier orbital gap: 7.0 eV
* HOMO level: -17.4 eV
* relative energy (zero: lowest compared OMol25 entry of this formula, charge and spin): 7.1 kcal/mol
* lowest unoccupied orbital energy: -10.41 eV

Each line ends with the Löwdin charge.
Geometry (Å):
Hf -0.214 0.537 0.197  1.816
N -2.898 1.546 -2.870  0.241
C -3.171 2.732 -2.198  -0.144
C -4.022 3.794 -2.478  0.038
C -4.031 4.831 -1.569  -0.015
C -3.226 4.818 -0.420  -0.020
C -2.377 3.765 -0.146  -0.017
C -2.359 2.716 -1.058  -0.192
N -1.619 1.517 -1.072  -0.027
C -1.994 0.854 -2.192  -0.230
C -1.407 -0.436 -2.500  -0.294
C -1.659 -1.290 -3.527  -0.252
S -0.668 -2.674 -3.417  1.232
C 0.040 -2.060 -2.012  -0.397
N -0.425 -0.889 -1.621  -0.126
H -3.325 1.277 -3.747  0.202
H -4.646 3.818 -3.361  0.137
H -4.674 5.683 -1.744  0.134
H -3.268 5.660 0.257  0.130
H -1.736 3.759 0.722  0.039
H -2.364 -1.182 -4.338  0.111
H 0.819 -2.594 -1.485  0.091
Cl 1.437 -1.304 1.102  0.769
C 1.708 0.036 2.220  -0.664
C 1.007 1.196 1.869  -0.386
C 1.141 2.261 2.761  -0.707
Cl 0.252 3.700 2.421  0.764
C 1.948 2.195 3.894  -0.688
Cl 2.094 3.539 4.927  0.802
C 2.641 1.002 4.177  -0.662
Cl 3.632 0.901 5.541  0.843
C 2.513 -0.113 3.326  -0.693
Cl 3.321 -1.578 3.644  0.801
C -3.325 -1.294 2.828  0.056
C -2.435 -0.189 2.409  -0.435
N -2.369 0.904 3.126  0.281
O -1.733 -0.330 1.333  -0.157
H -3.768 -1.124 3.806  0.111
H -2.763 -2.229 2.835  0.121
H -4.126 -1.418 2.095  0.124
H -2.925 1.004 3.964  0.162
H -1.753 1.671 2.892  0.099

---

No. 3
The following is a DFT calculation (ωB97M-V with the def2-TZVPD basis set) of C18H12ClI2N4O5Ti as an isolated structure.

## Properties
* ⟨S²⟩: 2.008
* total charge: -1
* frontier orbital gap (alpha / beta): 6.0 / 7.1 eV
* HOMO level (alpha / beta): -4.7 / -6.0 eV
* spin multiplicity: 3
* relative energy (zero: lowest compared OMol25 entry of this formula, charge and spin): 18.6 kcal/mol
* lowest unoccupied orbital energy (alpha / beta): 1.28 / 1.13 eV

Each line ends with the Löwdin charge.
Geometry (Å):
Ti 1.387 -0.594 0.003  1.096
Cl -2.807 -0.458 5.983  0.636
C -2.055 -0.376 4.411  -0.668
C -2.716 0.298 3.369  -0.081
C -2.150 0.376 2.126  0.017
C -0.890 -0.212 1.866  -0.310
O -0.382 -0.123 0.680  -0.141
C -0.234 -0.893 2.926  -0.113
C 1.015 -1.553 2.745  -0.119
O 1.681 -1.576 1.694  -0.061
C -0.846 -0.965 4.198  -0.060
H -3.678 0.755 3.562  0.108
H -2.645 0.886 1.311  0.130
H 1.430 -2.107 3.592  0.143
H -0.345 -1.490 5.002  0.115
I -4.604 1.147 -4.230  0.818
C -3.175 -0.111 -3.367  -0.735
C -3.548 -1.390 -2.971  -0.157
C -2.605 -2.219 -2.389  -0.019
C -1.300 -1.777 -2.190  -0.129
C -0.947 -0.503 -2.608  -0.044
C -1.878 0.341 -3.199  -0.159
C -0.323 -2.706 -1.510  -0.562
O -0.574 -3.895 -1.444  0.065
O 0.729 -2.158 -0.973  -0.166
H -4.564 -1.732 -3.115  0.086
H -2.861 -3.222 -2.075  0.117
H 0.075 -0.156 -2.507  0.068
H -1.579 1.335 -3.503  0.057
N 6.243 1.320 -3.744  0.074
C 5.517 0.508 -3.353  -0.406
N 4.751 -0.502 -2.974  0.074
C 3.794 -0.403 -2.154  -0.311
N 2.938 -0.402 -1.352  0.061
N 3.252 2.956 1.103  0.150
C 2.093 2.228 1.048  -0.678
O 2.230 0.957 1.027  -0.180
C 0.854 2.875 1.000  -0.182
I 0.710 2.962 -1.759  0.213
H 4.057 2.443 0.777  0.106
H 3.189 3.898 0.751  0.095
H 0.804 3.946 1.120  0.035
H -0.043 2.293 1.121  0.021

---

No. 4
The following is a DFT calculation (ωB97M-V with the def2-TZVPD basis set) of a single C18H12F2N4O2S molecule.

## Properties
* frontier orbital gap: 8.4 eV
* HOMO level: -8.3 eV
* relative energy (zero: lowest compared OMol25 entry of this formula, charge and spin): 0.0 kcal/mol
* SMILES: COc1cc(N)ccc1-c1nc2snc(-c3c(F)cccc3F)c2c(=O)[nH]1
* lowest unoccupied orbital energy: 0.06 eV

Each line ends with the Löwdin charge.
Geometry (Å):
O -0.746 1.461 1.573  0.082
F -4.049 3.137 0.323  0.089
F -3.482 -0.779 3.009  0.087
N -4.244 -0.185 -0.344  -0.186
N -0.685 -0.823 -1.665  0.114
O 2.918 -0.546 0.354  -0.120
S -3.440 -1.005 -1.601  1.052
C -0.791 0.733 0.593  -0.416
C -3.369 0.403 0.435  -0.299
C 0.441 -0.447 -1.090  -0.201
C -1.887 -0.499 -1.070  -0.517
C -1.983 0.250 0.045  -0.123
C -4.723 2.607 3.852  -0.062
C -4.610 3.227 2.603  -0.012
C -4.383 1.240 3.939  -0.004
C 1.784 -1.209 -3.100  -0.008
C 3.002 -1.503 -3.702  -0.036
C 4.158 -1.079 -1.643  0.028
C -4.181 2.489 1.492  -0.192
C -3.856 0.512 2.848  -0.201
C 2.941 -0.818 -0.992  -0.212
C -3.815 1.118 1.611  -0.058
C 1.746 -0.828 -1.740  -0.070
C 4.206 -1.448 -2.978  -0.310
N 0.390 0.319 0.047  0.209
N 5.410 -1.683 -3.649  0.097
C 3.807 -1.211 1.210  -0.074
H -5.098 3.163 4.707  0.107
H -4.899 4.265 2.438  0.117
H -4.389 0.764 4.925  0.115
H 0.898 -1.333 -3.714  0.116
H 2.951 -1.804 -4.734  0.104
H 5.070 -1.051 -1.047  0.118
H 1.274 0.753 0.315  0.164
H 6.207 -1.926 -3.071  0.094
H 5.312 -2.193 -4.534  0.103
H 4.052 -2.209 0.852  0.097
H 4.709 -0.553 1.291  0.106
H 3.354 -1.310 2.209  0.101

---

No. 5
The following is a DFT calculation (ωB97M-V with the def2-TZVPD basis set) of C18H12F5N2O2STi as an isolated structure.

## Properties
* ⟨S²⟩: 0.754
* frontier orbital gap (alpha / beta): 8.3 / 8.3 eV
* HOMO level (alpha / beta): -8.3 / -8.4 eV
* spin multiplicity: 2
* relative energy (zero: lowest compared OMol25 entry of this formula, charge and spin): 0.0 kcal/mol
* lowest unoccupied orbital energy (alpha / beta): -0.03 / -0.13 eV

Each line ends with the Löwdin charge.
Geometry (Å):
Ti -0.136 0.964 0.830  0.940
C 1.328 4.579 1.644  -0.009
C 1.429 3.228 1.010  -0.426
O 0.277 2.761 0.549  -0.185
C 2.623 2.580 0.882  -0.006
C 2.793 1.331 0.196  -0.294
C 4.113 0.943 -0.391  -0.017
N 1.754 0.570 0.044  -0.061
N 1.818 -0.526 -0.806  0.106
C 0.622 -0.979 -1.019  -0.398
O -0.455 -0.426 -0.487  -0.176
C 0.419 -2.148 -1.901  -0.146
C 1.499 -2.758 -2.537  -0.028
C 1.291 -3.852 -3.358  -0.080
C 0.006 -4.348 -3.548  -0.087
C -1.069 -3.745 -2.914  -0.075
C -0.865 -2.646 -2.092  -0.018
H 0.867 5.276 0.944  0.093
H 2.303 4.955 1.945  0.083
H 0.679 4.515 2.519  0.094
H 3.509 3.101 1.215  0.112
H 4.914 1.550 0.029  0.079
H 4.088 1.094 -1.471  0.094
H 4.308 -0.113 -0.219  0.082
H 2.491 -2.360 -2.377  0.108
H 2.133 -4.321 -3.850  0.102
H -0.155 -5.205 -4.190  0.101
H -2.071 -4.129 -3.058  0.103
H -1.696 -2.171 -1.591  0.109
F -5.761 -0.078 0.949  0.143
C -4.544 0.047 1.465  -0.128
C -3.640 -0.996 1.368  -0.136
F -3.998 -2.125 0.760  0.134
C -2.369 -0.851 1.897  -0.270
F -1.542 -1.886 1.812  0.103
C -1.958 0.331 2.527  -0.582
S -0.307 0.504 3.145  0.681
C -2.899 1.361 2.608  -0.244
F -2.577 2.509 3.200  0.102
C -4.174 1.231 2.091  -0.137
F -5.048 2.232 2.180  0.134